Entry 1:
The following is a DFT calculation (the ωB97M-V functional and the def2-TZVPD basis) of an isolated molecule of C5H10O.

```
16
Properties=species:S:1:pos:R:3:forces:R:3
H -0.972278 -0.897701 -0.602423 -0.1 -0.1 0.4
H 2.026345 -0.343240 -0.271570 -0.6 -0.5 -0.2
C -0.065900 0.674571 -1.679740 0.2 -0.5 -0.4
C -0.407865 0.628678 0.819316 -0.3 1.2 -0.4
H 0.701351 1.441781 -1.481779 -0.3 -0.1 -0.5
H 0.462732 1.239078 1.156596 -0.1 -0.6 -0.3
C 1.131987 -1.016471 -0.252002 1.0 -0.8 0.0
C -0.143178 -0.208815 -0.434226 0.1 0.0 0.2
H 1.231296 -1.775035 -1.080001 0.1 0.7 0.8
H -1.134516 1.454113 0.592026 0.2 -0.7 0.2
H 0.211713 0.044763 -2.576982 -0.2 0.8 0.9
H -1.048253 1.134450 -1.881089 0.5 0.0 0.0
H 1.187470 -1.555159 0.732440 -0.3 0.4 -1.0
H -1.109872 0.563942 2.880875 -0.1 -0.1 0.4
O -1.147395 -1.287547 2.056924 0.1 0.8 0.2
C -0.923638 -0.097408 2.021636 -0.1 -0.7 -0.5
```
Positions in Å, forces in eV/Å.

Kohn-Sham gap ... 10.9 eV
SMILES ... CC(C)CC=O


Entry 2:
The following is a DFT calculation (the ωB97M-V functional and the def2-TZVPD basis) of a structure of composition C33H49As3N6ReS.

```
93
Properties=species:S:1:pos:R:3:forces:R:3
C -0.721669 2.563214 -3.108261 0.0 0.0 0.0
C -2.508595 3.042138 -1.675897 0.0 0.0 0.0
C -3.156272 3.753438 -2.664933 0.0 0.0 0.0
H -0.519953 -6.724740 -0.792089 0.0 0.0 0.0
C 1.424459 3.596840 -1.526425 0.0 0.0 0.0
H 0.287962 1.027367 3.283078 0.0 0.0 0.0
H 3.126911 2.019857 -0.862852 0.0 0.0 0.0
S 2.902894 1.666408 1.867769 0.0 0.0 0.1
Re -0.227642 1.196530 -0.542805 0.5 -0.1 -0.1
C 5.641841 -1.024728 2.517725 0.0 0.0 0.0
C 0.671752 1.978526 -3.184566 -0.1 0.0 0.0
H -4.604181 -2.228437 -0.563010 0.0 0.0 0.0
H 2.231352 5.711634 -0.043925 0.0 0.0 0.0
C -1.922529 -1.748451 1.582424 0.0 0.0 -0.1
N 1.265376 2.139047 -1.823912 -0.1 0.1 0.0
C 6.026606 0.708624 4.046468 0.0 0.0 0.0
As -1.059751 -4.893661 0.841232 0.1 0.0 0.0
C 3.333621 -2.117227 -0.833025 0.0 0.0 0.0
C 1.291265 -1.418408 0.161962 0.0 0.1 0.0
C -2.793351 -3.910803 0.794705 0.1 0.0 -0.1
C 2.242586 -2.391523 -0.019954 0.0 0.0 0.0
C -1.197094 -5.873021 -0.843800 -0.1 0.0 0.0
N 4.591990 -0.417489 1.984159 0.0 0.0 0.0
H 2.110362 -3.349452 0.464893 0.0 0.0 0.0
H -2.533719 -1.796132 2.489099 0.0 0.0 0.0
C 2.593822 1.479066 -1.652012 0.0 0.0 -0.1
H 7.256604 -1.036384 3.975108 0.0 0.0 0.0
H -3.516669 0.436396 2.842407 0.0 0.0 0.0
H -0.017026 4.650405 3.454992 0.0 0.0 0.0
H -0.720635 -0.452367 -4.174720 -0.1 0.0 0.0
N 1.368407 -0.192208 -0.405281 0.0 -0.3 -0.1
H 4.666860 2.225109 3.829363 0.0 0.0 0.0
H -2.927125 2.947206 -0.681666 0.0 0.0 0.0
N 0.352410 2.986176 0.556410 -0.2 0.2 0.1
C 4.228361 0.779940 2.470038 0.0 0.0 -0.1
C -2.569308 3.841827 -3.920076 0.0 0.0 0.0
C 1.583616 5.042024 0.506912 0.0 0.0 0.0
H -1.672137 -5.933132 3.070554 0.0 0.0 0.0
C 0.338643 4.454858 2.453028 0.0 0.0 0.0
C -3.362021 -0.010675 -2.383420 0.0 0.1 -0.1
C 6.409548 -0.507788 3.566591 0.0 0.0 0.0
H -2.207572 -6.248652 -1.002408 0.0 0.0 0.0
H -2.703411 2.003353 2.691994 0.0 0.0 0.0
N 4.958402 1.316469 3.490153 0.0 0.0 0.0
H -3.471235 -4.405238 0.095088 0.0 0.0 0.0
H 0.506831 -0.687461 2.970449 0.0 0.0 0.0
C -2.984216 1.097162 2.159038 0.0 0.1 -0.1
C -2.673788 -2.412155 0.427359 -0.1 0.1 0.0
H 0.435615 -1.620414 0.779244 0.0 0.0 0.0
C 3.435551 -0.861870 -1.410317 0.0 0.0 0.0
H -0.895138 -2.765193 -0.774594 0.0 0.0 0.0
H -4.057836 -0.724220 0.192988 0.0 0.0 0.0
C 2.454185 0.076889 -1.173711 -0.1 0.0 0.0
H 2.425656 3.919912 -1.814144 0.0 0.0 0.0
H -1.589846 -1.962291 -3.887762 0.0 0.0 0.0
H -3.240228 -3.999195 1.787715 0.0 0.0 0.0
H -0.874788 -0.149356 3.961209 0.0 0.0 0.0
H 3.171727 1.546796 -2.575415 0.0 0.0 0.0
C -1.895197 -2.337955 -0.894053 0.0 0.0 0.1
H 5.900146 -1.987502 2.090546 0.0 0.0 0.0
H -2.408682 -2.940154 -1.650105 0.0 0.0 0.0
H 1.496878 6.261699 2.273149 0.0 0.0 0.0
H -3.876353 0.573273 -1.625901 0.0 0.0 0.0
H -1.009979 -2.306714 1.801424 0.0 0.0 0.0
H 0.659787 0.914494 -3.428589 0.0 0.0 0.0
H -3.959986 -0.887667 -2.627398 0.0 0.0 0.0
H 1.277594 2.487900 -3.937478 0.0 0.0 0.0
H 0.719996 4.166940 -2.133598 0.0 0.0 0.0
C 1.175761 5.345078 1.795547 0.0 0.0 0.0
C -0.865284 -1.264961 -3.466171 0.1 0.0 0.0
C -1.559040 -6.321360 2.060317 -0.1 0.0 0.0
C -1.327970 3.247180 -4.138245 0.0 0.0 0.0
H -0.902035 -5.254398 -1.691311 0.0 0.0 0.0
H 4.089235 -2.869360 -1.019780 0.0 0.0 0.0
H -3.056713 4.389855 -4.716903 0.0 0.0 0.0
C -0.035843 3.297231 1.814126 0.0 0.0 0.0
H 4.284059 -0.602126 -2.029436 0.0 0.0 0.0
H -2.484802 -6.801666 1.746582 0.0 0.0 0.0
As -1.405600 0.139095 1.560094 -0.1 0.0 0.2
H -4.103026 4.230502 -2.450845 0.0 0.0 0.0
C -0.237822 0.093825 3.109619 0.0 0.0 0.0
H -3.639499 1.356064 1.330050 0.0 0.0 0.0
H -0.831672 3.335871 -5.096361 0.0 0.0 0.0
H -4.668093 -2.046149 1.181728 0.0 0.0 0.0
H -3.229848 0.589707 -3.283650 0.0 0.0 0.0
As -1.628328 -0.637931 -1.799597 -0.1 -0.2 0.0
C -4.075469 -1.813780 0.296106 0.0 0.0 0.0
H -0.670092 2.589737 2.317273 0.0 0.0 0.0
N -1.322305 2.443444 -1.893337 -0.1 0.1 0.1
H 6.522993 1.231449 4.852474 0.0 0.0 0.0
H -0.759690 -7.060427 2.055677 0.0 0.0 0.0
H 0.076455 -1.783113 -3.288982 0.0 0.0 0.0
C 1.142970 3.877401 -0.086110 0.0 -0.1 0.0
```
Positions in Å, forces in eV/Å.

Kohn-Sham gap (spin up / spin down) ... 6.3 / 4.0 eV
Spin multiplicity ... 4
<S²> ... 3.779
Total charge ... +4


Entry 3:
The following is a DFT calculation (the ωB97M-V functional and the def2-TZVPD basis) of a structure of composition C32H20CdF5N3P2SSe2.

```
66
Properties=species:S:1:pos:R:3:forces:R:3
H 16.399550 17.723486 13.514754 0.1 -0.1 -0.2
H 14.017815 14.724050 5.804074 0.2 0.0 0.1
H 22.686025 11.912249 9.248027 0.0 0.1 -0.1
H 16.108681 14.876904 4.497979 0.1 0.0 0.3
C 17.427051 12.741535 10.410343 -0.2 -0.7 0.1
C 18.754981 12.327302 10.551517 0.2 0.2 -0.1
C 15.042969 14.479233 7.681194 -0.1 0.3 0.1
C 18.044740 17.901835 12.135248 0.0 0.2 0.1
Se 20.541819 14.571400 12.215894 -0.1 0.0 -0.1
C 21.151286 14.980437 8.812281 0.3 0.3 -0.6
C 16.275615 14.396074 8.330068 0.2 -0.1 -0.4
C 17.416063 14.653495 6.202489 -0.9 0.0 0.3
C 16.980058 15.674711 10.859588 0.4 0.4 0.4
C 20.818175 13.278689 6.646317 -0.1 0.2 -0.3
H 18.457418 18.775811 12.631513 0.0 -0.1 0.0
C 21.409221 15.445890 7.517070 -0.2 -0.5 0.1
F 11.834543 11.225090 10.648355 0.3 0.0 0.0
H 19.558109 17.882771 10.612229 -0.1 -0.1 0.0
C 17.459905 14.469228 7.579040 0.0 0.0 -0.2
C 11.373820 9.958454 10.667352 0.3 -0.3 -0.1
F 8.084879 8.490206 10.734138 0.2 -0.1 0.0
H 21.515660 14.913625 5.433008 -0.2 0.0 0.1
Se 14.346609 13.817741 10.918039 0.1 -0.3 -0.1
C 21.305740 11.036531 12.228567 -0.1 0.2 -0.4
C 16.890632 17.307311 12.637354 0.2 0.2 -0.1
H 21.975407 9.441576 13.465986 0.0 -0.1 0.0
Cd 14.577817 11.218239 10.549223 0.0 0.4 0.1
C 11.605930 7.605436 10.684789 -0.3 0.5 0.0
N 18.767464 10.975361 10.577632 0.1 0.0 0.1
H 18.326615 14.739193 5.631689 0.1 -0.1 0.0
H 24.190244 10.062809 9.851017 -0.1 0.1 0.0
C 10.225226 7.476858 10.688982 -0.1 0.0 0.2
F 12.321179 6.486965 10.710676 0.3 -0.1 -0.1
C 21.251623 14.588185 6.435719 0.2 0.0 0.1
H 15.481286 15.726555 12.407663 0.0 0.0 0.0
H 21.743121 16.459753 7.364902 0.1 0.1 0.0
F 9.646869 6.271048 10.706669 0.2 0.1 0.0
C 14.980917 14.660663 6.301644 0.5 -0.1 0.2
H 23.840055 8.799294 11.913321 -0.3 0.2 0.1
P 16.358230 14.165575 10.124285 -0.1 0.0 0.0
H 20.667103 12.625387 5.793469 0.1 0.0 0.1
C 21.481368 11.731418 11.029335 0.2 -0.1 -0.1
C 9.417321 8.603440 10.716162 -0.4 -0.4 -0.2
F 9.258609 10.957316 10.690742 0.0 -0.3 0.0
N 16.732981 11.574287 10.381576 -0.2 -0.1 -0.1
N 17.546755 10.534945 10.487520 -0.1 0.5 -0.1
H 20.161190 11.831648 8.091891 0.0 0.0 -0.1
C 10.003613 9.842043 10.687197 -0.2 0.6 0.1
H 14.129672 14.438187 8.271942 0.2 -0.1 -0.2
C 22.123828 9.976754 12.540146 0.4 -0.1 0.0
C 12.240665 8.860793 10.659229 -0.9 0.1 0.1
C 20.724956 13.680156 9.022728 0.0 0.2 -0.2
C 23.165254 9.623382 11.682361 0.2 0.0 -0.1
S 13.976408 8.944012 10.643573 0.3 -0.4 0.0
C 16.170804 14.740572 5.578510 -0.2 0.1 -0.4
C 16.367256 16.194704 12.006512 0.1 -0.2 -0.1
P 20.368828 13.116578 10.707089 0.1 0.1 0.3
C 18.124873 16.300615 10.355337 0.0 -0.2 -0.3
H 18.439166 14.370117 8.026416 -0.1 0.0 0.2
H 18.613327 15.922468 9.454574 -0.1 0.1 0.3
C 23.376172 10.336790 10.513280 -0.2 0.0 0.0
C 20.530665 12.838860 7.922072 0.0 -0.3 0.4
C 22.523176 11.387905 10.177010 0.0 -0.2 0.1
H 20.498976 11.332099 12.878850 -0.1 0.0 0.2
H 21.311498 15.649416 9.640500 -0.1 0.0 0.3
C 18.662109 17.406928 10.997191 -0.2 0.0 0.0
```
Positions in Å, forces in eV/Å.

Kohn-Sham gap ... 7.9 eV


Entry 4:
The following is a DFT calculation (the ωB97M-V functional and the def2-TZVPD basis) of a structure of composition C29H29ClKN9O4.

```
73
Properties=species:S:1:pos:R:3:forces:R:3
N 3.859079 2.332768 -4.485508 -0.4 0.0 -0.3
C -4.673325 2.409997 4.146804 0.0 0.0 0.1
H -2.862424 -1.494720 4.553388 0.0 0.0 0.0
O -1.964076 2.854746 -1.147913 -0.4 -0.3 0.5
C -1.417083 -0.450710 -2.759536 0.0 -0.2 0.2
H 0.777021 1.699858 -0.312430 0.0 0.0 0.0
C 1.994900 -0.580361 0.839690 -0.2 0.1 0.0
N -1.177884 -0.794434 3.577766 0.1 0.1 0.1
C 3.385887 -0.204487 2.728455 0.1 0.0 0.0
H 0.693630 2.939957 -1.549636 0.0 0.0 0.0
C -4.836838 0.963404 2.267106 0.2 0.0 0.0
H 4.121775 -0.851297 0.806042 0.0 0.0 0.0
H 5.674473 0.458887 -5.620177 0.0 0.0 0.0
C 1.205397 -3.506541 2.747890 0.1 0.0 0.0
N -0.644749 -0.016842 -1.697513 0.1 -0.1 -0.4
H 2.574141 -4.726834 1.627314 0.0 0.0 0.0
C -3.681780 1.569006 4.636569 0.0 0.1 0.0
Cl -2.746370 2.279553 -0.075730 -0.3 0.6 -0.2
H -0.223910 2.275650 -5.227132 0.0 0.0 0.0
C 1.808359 -0.280813 -5.849441 0.1 0.0 0.1
H 4.826052 -1.600107 -6.720274 0.0 0.0 0.0
H 1.847075 -0.854052 -0.200411 0.0 0.0 0.0
H 0.749692 -0.499202 -5.890049 0.0 0.0 0.0
K -1.775626 -0.289439 0.860657 0.5 -2.1 0.3
H -5.255312 0.722642 1.297346 0.0 0.0 0.0
C -3.323712 0.455680 3.900525 0.1 -0.2 -0.1
C 3.671722 1.133256 -5.152607 0.7 0.2 0.1
H -4.964866 3.298353 4.692275 0.0 0.0 0.0
C -1.180587 0.296429 -3.860970 0.0 0.2 0.0
H 1.994184 1.743710 -1.610345 0.0 0.0 0.0
C 3.261730 -0.578150 1.402557 0.0 0.0 0.0
H 2.303948 0.415424 4.487071 0.0 0.0 0.0
H 4.359099 -0.178913 3.202523 0.0 0.0 0.0
C 0.838753 -4.180693 0.486943 0.0 0.1 0.0
C -5.269627 2.095075 2.946563 -0.1 0.0 -0.1
H -6.029237 2.725464 2.506589 0.0 0.0 0.0
O -3.273008 0.972756 -0.484547 -0.4 1.3 -0.3
C 0.939265 1.892807 -1.369019 0.0 0.0 0.0
C 2.317824 0.875278 -5.238931 -0.5 -0.2 -0.1
H -2.121646 -1.260385 -2.656104 0.0 0.0 0.0
H -1.233161 -2.687333 4.418031 0.0 -0.1 0.0
C 4.615335 0.248356 -5.687661 0.0 -0.1 0.0
N 0.896734 -0.249855 1.514706 0.3 0.1 0.2
O -1.881481 2.052694 1.092920 -0.4 1.2 -0.5
H 0.364472 3.202684 -3.836778 0.0 0.0 0.0
C 1.629872 -4.196517 1.623211 0.1 0.0 0.0
H -1.609395 0.293843 -4.848742 0.0 0.0 0.0
H 1.808730 -3.479651 3.647403 0.0 0.0 0.0
C 0.362655 2.224253 -4.311259 -0.2 0.2 -0.2
C 0.002354 -2.818051 2.699602 -0.2 0.3 0.0
N -0.769472 -2.801217 1.610281 0.1 -0.4 -0.1
C -2.330802 -0.548728 4.446008 0.1 0.0 -0.1
C 2.245878 0.128791 3.444734 0.0 0.0 0.0
N 1.743302 1.945052 -4.627354 0.1 0.3 0.2
H 2.404902 -2.055039 -6.848634 0.0 0.0 0.0
N -0.250455 1.242583 -3.464943 0.2 -0.3 -0.1
H -2.016456 -0.238603 5.455202 0.0 0.1 0.0
O -3.834134 3.155904 0.280729 0.5 -0.4 -0.1
H -0.025223 0.683843 4.577955 0.0 0.0 0.0
C 2.742451 -1.144235 -6.370826 0.1 0.0 0.0
C -0.275986 0.371925 3.553108 0.1 -0.2 0.0
H 1.131992 -4.693853 -0.418589 0.0 0.0 0.0
H -3.186951 1.775055 5.577286 0.0 0.0 0.0
H -0.993297 -3.420972 -0.338696 0.0 0.0 0.0
H 0.319702 -1.906582 4.620749 0.0 0.0 0.0
C -0.349981 -3.468564 0.534502 0.0 0.1 0.2
C -0.507839 -2.048741 3.911666 0.0 0.0 -0.1
C 4.134135 -0.885497 -6.295121 -0.1 0.0 0.0
C 0.041146 1.002771 -2.154735 -0.1 0.2 0.1
N 2.702180 2.805184 -4.200002 0.2 -0.4 0.1
N -3.877643 0.157768 2.715356 -0.2 0.1 0.3
H -0.801058 1.203449 3.068904 0.0 0.0 0.1
C 1.015548 0.086566 2.805191 -0.3 -0.1 -0.1
```
Positions in Å, forces in eV/Å.

Kohn-Sham gap ... 8.9 eV


Entry 5:
The following is a DFT calculation (the ωB97M-V functional and the def2-TZVPD basis) of a cluster of 7 separate species, C20H32N8O5P in total.

```
66
Properties=species:S:1:pos:R:3:forces:R:3
O -2.136523 -2.095381 -2.059784 0.7 0.0 0.0
C -3.761092 0.706161 7.848257 0.3 0.7 -0.2
N -4.238669 -0.288131 8.160485 -0.1 0.0 0.1
C -3.143908 1.990309 7.445250 -0.2 -0.5 0.1
C -3.244402 -0.353312 -0.846282 1.6 1.0 0.5
C 5.668292 -0.399851 -5.895091 0.0 0.5 0.3
O 1.126907 1.494240 -5.232407 0.1 0.0 0.3
N 2.713035 -1.798447 1.325515 -0.1 -0.3 0.3
C -3.024567 -2.729785 2.263494 0.7 -0.2 -0.2
N -4.070653 -2.466427 2.657229 0.0 0.0 0.0
C 2.558914 -2.771507 1.912694 -0.1 -0.7 0.4
C 1.667308 -0.979462 -1.598272 -0.9 -0.2 0.8
O 3.491749 0.357758 -0.150305 1.0 1.4 2.6
H -4.280676 4.116828 -4.176133 0.1 0.0 0.0
H -3.920071 2.701664 7.165742 0.0 -0.1 0.0
H -4.171737 -3.101533 5.920104 0.1 0.0 0.0
H -2.566782 2.399055 8.273819 0.0 -0.1 0.0
H -4.036892 -1.025649 -0.454422 0.6 0.4 -0.6
H 4.653955 -0.798077 -5.903697 0.0 0.1 0.0
H 6.018884 -0.294481 -6.921309 0.0 0.0 0.1
H -1.583704 -2.761025 0.713247 0.1 -0.1 0.1
H -1.511910 -4.141123 1.824107 0.0 0.0 0.0
C -3.602774 4.944513 -4.381509 0.4 0.0 0.4
H 3.055115 0.510885 -3.310296 -0.2 0.6 0.4
C 3.500456 1.014640 0.996408 0.0 -1.9 -3.1
P 1.959504 0.833162 -0.992196 -2.0 1.2 -1.0
C 2.143030 2.563478 -3.273135 -0.1 -0.2 0.5
H -4.163815 5.878386 -4.362142 0.0 0.0 0.0
C 2.893837 1.343984 -2.582352 0.7 0.7 -0.3
N -1.702541 5.008283 -2.572732 0.1 0.1 0.2
C 0.961995 2.081494 -4.186209 0.0 0.1 0.5
H -0.809390 1.416045 -3.478652 0.0 0.5 -0.2
H -2.920218 0.353301 -0.033860 -0.4 -0.7 -0.7
H -3.152058 -1.688691 6.246310 0.0 -0.1 0.0
O 0.274554 -2.680148 -0.667412 -1.4 0.5 0.4
H 3.137545 -4.136077 3.422584 0.0 0.0 0.0
N -0.389772 2.321812 -3.709144 1.6 0.0 0.2
H 3.910022 1.704486 -2.260075 -0.9 -0.3 -0.4
C 0.310005 -1.537488 -1.025806 3.4 0.0 -0.9
H 2.894136 3.188962 -3.813890 -0.8 -0.6 0.0
C -2.531507 4.980671 -3.361996 -0.6 0.0 -0.6
O -0.768255 -0.624479 -0.927546 -0.9 -1.5 -0.5
H -3.166189 4.810380 -5.370561 0.0 0.0 0.1
C -2.121354 -3.532480 6.194524 -0.6 0.4 0.0
H 1.651099 -1.091582 -2.709545 0.0 0.1 0.8
H -0.918876 -2.550386 2.343778 0.0 0.0 -0.1
N 3.391332 1.626589 1.962915 0.3 0.4 1.0
H 6.319552 -1.093904 -5.364828 0.0 0.1 0.0
H 1.386076 -4.011201 3.164993 0.1 0.0 0.0
H -3.562862 -2.805134 7.559991 0.1 0.1 -0.1
H -3.577113 0.298443 -1.692890 0.0 -0.8 0.6
N -1.187686 -4.149773 5.943421 0.1 -0.1 0.0
C -1.676362 -3.066388 1.753993 -0.6 0.2 0.2
H 2.475890 -1.593315 -1.120911 -0.9 0.2 -0.7
H 2.396026 -4.879236 1.990856 0.0 0.1 0.0
C 2.357054 -4.028073 2.670091 0.1 0.5 -0.3
H -0.299022 2.882088 -2.858035 -0.4 -0.5 -0.2
N 5.687711 1.934789 -4.696278 0.1 0.2 0.0
H 1.201916 0.534642 0.213474 0.3 -0.3 0.1
H 1.723685 3.187365 -2.436061 0.4 -0.4 -0.7
C -1.980366 -1.148674 -1.344781 -1.7 0.7 0.5
H 2.154231 2.177655 -0.452089 0.2 0.0 -0.3
H 0.732136 1.311705 -1.584091 -0.1 -0.3 -0.1
C 5.683139 0.917185 -5.221269 -0.1 -0.8 -0.4
H -2.482337 1.831709 6.594121 0.0 0.0 0.0
C -3.326587 -2.731405 6.500055 0.4 -0.5 -0.1
```
Positions in Å, forces in eV/Å.

Kohn-Sham gap ... 6.4 eV
Total charge ... -1


| no. | E_tot (eV) |
| --- | --- |
| 1 | -7394.305 |
| 2 | -239401.556 |
| 3 | -216236.914 |
| 4 | -80986.382 |
| 5 | -52703.348 |